1.
The following is a DFT calculation (ωB97M-V/def2-TZVPD) of a 5-piece molecular cluster, C10H17N5O10 overall in a non-equilibrium geometry.

Properties
Spin multiplicity   2
HOMO-LUMO gap (alpha / beta)   0.1053 / 0.2291 Ha
Highest occupied orbital energy (alpha / beta)   -1.25 / -4.62 eV
Charge   -1

Element x y z (Å)
C1 -0.9394 -2.4294 -0.6462
N1 -0.5424 -1.6061 0.5262
O1 -0.7225 -2.1733 1.6333
O2 -0.1732 -0.4491 0.3058
H1 -1.9895 -2.7015 -0.5402
H2 -0.2871 -3.3007 -0.7041
H3 -0.7544 -1.8001 -1.5168
C2 2.1874 -4.4895 -2.9335
N2 1.1800 -4.2038 -4.0298
O3 1.2964 -4.7378 -5.1256
O4 0.2478 -3.5033 -3.8173
H4 2.2312 -3.7589 -2.1258
H5 3.1232 -4.9437 -3.2592
H6 1.6421 -5.2816 -2.4202
C3 -0.6323 0.9439 -5.5778
N3 -1.0816 0.3164 -4.2434
O5 -0.1849 -0.2006 -3.5863
O6 -2.2651 0.3024 -3.9384
H7 -0.2502 1.9461 -5.3836
H8 -1.5876 1.0902 -6.0819
H9 0.1371 0.3639 -6.0875
C4 -0.2746 -1.7784 4.6123
N4 0.9144 -1.4176 5.3094
O7 1.7515 -2.2776 5.5445
O8 0.9614 -0.2674 5.8532
H10 -0.4476 -0.8281 4.1074
H11 -1.1286 -1.6785 5.2822
H12 -0.1484 -2.6876 4.0245
C5 1.6987 4.0584 2.2200
C6 1.2481 2.7232 2.1308
C7 -0.0762 2.4582 1.8049
C8 -1.0238 3.5291 1.4866
C9 -0.5032 4.8143 1.4433
C10 0.8164 5.0781 1.7681
N5 -2.4497 3.2226 1.4541
O9 -3.1582 4.1925 1.1330
O10 -2.9111 2.0384 1.5992
H13 2.6785 4.3719 2.5488
H14 1.9131 1.9331 2.4470
H15 -0.4359 1.4459 1.9150
H16 -1.2236 5.5986 1.2635
H17 1.1634 6.0876 1.6040

Cartesian forces, eV/Å:
0.450 0.503 -0.709
-0.647 0.435 0.880
0.807 1.540 -1.728
-0.368 -2.382 1.060
0.232 0.019 0.074
-0.204 -0.011 0.280
-0.268 -0.140 -0.012
-1.181 -1.280 0.705
1.024 -0.370 -1.774
1.274 -0.622 0.578
-1.178 1.411 1.767
0.173 0.680 -0.873
-0.226 0.626 -0.426
0.104 -0.433 0.032
-1.325 0.608 0.755
0.813 -0.745 0.057
-0.622 0.437 -0.351
1.115 0.348 -0.652
0.109 -0.166 0.399
0.357 -0.303 -0.478
-0.438 -0.265 0.323
-1.098 1.660 -0.972
1.623 1.586 4.288
-0.190 0.392 -0.731
-0.156 -2.618 -1.861
-0.185 -0.488 -1.307
0.241 -0.911 0.455
-0.216 0.452 0.194
-0.958 0.745 -1.162
-0.502 1.103 0.478
-0.655 0.755 0.018
-0.152 -3.468 1.352
-0.573 0.566 -0.050
0.332 -0.979 0.131
3.102 0.071 -0.293
-1.520 1.226 -0.288
0.580 0.155 0.086
0.232 -0.368 -0.049
-0.038 -0.261 -0.046
-0.183 0.059 -0.299
0.159 0.231 -0.278
0.155 0.202 0.428

---

2.
The following is a DFT calculation (ωB97M-V/def2-TZVPD) of a 2-piece molecular cluster, C10H17NO overall in a non-equilibrium geometry.

Properties
Relative energy (zero: lowest compared OMol25 entry of this formula, charge and spin)   566.6 kJ/mol
HOMO-LUMO gap   0.3160 Ha
Highest occupied orbital energy   -7.77 eV
SMILES string   CCOC(C)=C=N.CC1(C)C=C1

Element x y z (Å)
C1 -0.8395 2.0320 -0.3619
C2 -2.0071 1.4100 0.4000
O1 -1.7118 0.0573 0.4970
C3 -2.1201 -0.6648 -0.6458
C4 -2.4054 -0.1561 -1.9960
C5 -2.3378 -1.9487 -0.3887
N1 -2.6695 -3.0675 -0.0704
H1 0.0430 1.5374 0.2962
H2 -0.6042 1.5615 -1.2620
H3 -0.8582 3.0140 -0.3507
H4 -3.0496 1.5857 0.1364
H5 -2.0562 1.8592 1.4926
H6 -2.7858 -0.9742 -2.6085
H7 -1.4991 0.2745 -2.4057
H8 -3.0988 0.7086 -1.9105
H9 -2.0722 -3.8634 -0.2273
C6 0.9292 -0.8922 2.1906
C7 1.7347 -0.7942 0.8571
C8 2.4927 0.5852 0.6168
C9 2.2907 -1.9464 -0.0270
C10 1.1800 -1.4317 -0.4526
H10 0.3992 -1.8615 2.2445
H11 0.0858 -0.1758 2.0976
H12 1.5634 -0.6837 3.0327
H13 2.9867 0.8517 1.5910
H14 1.8549 1.3444 0.3891
H15 3.3439 0.3926 -0.1989
H16 3.0504 -2.6109 -0.3598
H17 0.3557 -1.5947 -1.1740

Cartesian forces, eV/Å:
1.418 -5.462 3.706
-0.011 1.756 2.266
-0.423 -1.045 -0.747
-0.489 -2.186 1.766
-0.048 1.524 0.204
0.582 1.396 -0.118
-1.103 -0.816 -0.037
-1.751 1.900 -1.308
-0.238 -0.253 -1.811
0.315 4.825 -0.184
0.016 0.011 -0.937
0.603 -1.000 -1.867
-0.061 0.338 -0.032
0.161 -0.193 -0.633
0.012 -0.690 -0.445
0.633 -0.050 0.117
-0.431 -0.290 -2.087
0.143 0.484 -1.906
3.281 -3.885 1.018
-1.235 0.973 0.372
-0.322 -0.387 0.690
0.626 0.234 0.221
0.689 -0.077 0.310
0.074 -0.026 0.528
-0.164 -0.099 -0.896
-1.576 2.142 -0.985
-2.018 0.742 1.744
0.593 -0.472 0.448
0.725 0.607 0.604

---

3.
The following is a DFT calculation (ωB97M-V/def2-TZVPD) of a 2-piece molecular cluster, C10H17P overall in a non-equilibrium geometry.

Properties
Relative energy (zero: lowest compared OMol25 entry of this formula, charge and spin)   343.9 kJ/mol
HOMO-LUMO gap (alpha / beta)   0.2805 / 0.2558 Ha
Highest occupied orbital energy (alpha / beta)   -7.62 / -6.68 eV

Element x y z (Å)
C1 -3.0942 1.1894 -0.1228
C2 -2.1857 1.5575 0.9687
C3 -2.7351 0.3188 -1.0590
C4 -0.9330 1.1575 1.0899
C5 -1.2842 -0.1812 -1.1604
C6 -0.4063 0.5728 -0.1487
C7 -1.2716 -1.7085 -0.9411
C8 0.7463 -0.9262 1.5542
C9 2.0698 -0.4028 -1.4613
C10 2.0775 1.9082 0.5141
P1 1.1012 1.1646 -0.8948
H1 -4.0071 1.6304 0.0706
H2 -2.5734 1.9697 1.8665
H3 -3.3193 -0.0948 -1.7997
H4 -0.2536 1.3323 1.8927
H5 -0.8086 0.0376 -2.1209
H6 -1.8510 -1.9088 -0.0847
H7 -0.3359 -2.1074 -0.9620
H8 -1.9462 -2.2152 -1.6636
H9 0.5926 -0.3116 2.4393
H10 1.7860 -1.1329 1.2551
H11 0.0399 -1.7379 1.5588
H12 2.4654 -0.2961 -2.4586
H13 1.1898 -1.1279 -1.5571
H14 2.7702 -0.7985 -0.7484
H15 1.7263 2.8251 0.9376
H16 3.0026 2.0625 -0.0471
H17 2.2350 1.0818 1.1870

Cartesian forces, eV/Å:
2.027 -0.346 0.847
-0.769 -0.367 0.969
2.351 0.611 0.525
0.918 -0.262 -3.188
-0.242 0.393 1.410
1.581 -1.837 1.435
-3.463 1.323 -1.443
-0.073 0.092 -0.143
-2.846 -0.015 0.379
0.433 -1.621 -1.883
0.504 0.693 -0.457
-2.273 0.360 -0.510
-0.943 0.727 0.428
-1.765 -0.504 -1.385
-0.110 0.487 0.384
-0.542 0.042 -0.301
0.050 -0.297 1.769
2.425 -1.295 0.225
0.721 0.362 -0.377
0.398 -0.004 -0.270
-0.699 0.035 0.160
0.055 -0.369 -0.294
0.370 0.302 -0.105
1.483 0.730 0.120
0.348 -0.086 0.261
-0.383 0.321 0.176
0.285 0.360 0.482
0.158 0.163 0.788

---

Please write out number 3 again, unchanged.
The following is a DFT calculation (ωB97M-V/def2-TZVPD) of a 2-piece molecular cluster, C10H17P overall in a non-equilibrium geometry.

Properties
Relative energy (zero: lowest compared OMol25 entry of this formula, charge and spin)   343.9 kJ/mol
HOMO-LUMO gap (alpha / beta)   0.2805 / 0.2558 Ha
Highest occupied orbital energy (alpha / beta)   -7.62 / -6.68 eV

Element x y z (Å)
C1 -3.0942 1.1894 -0.1228
C2 -2.1857 1.5575 0.9687
C3 -2.7351 0.3188 -1.0590
C4 -0.9330 1.1575 1.0899
C5 -1.2842 -0.1812 -1.1604
C6 -0.4063 0.5728 -0.1487
C7 -1.2716 -1.7085 -0.9411
C8 0.7463 -0.9262 1.5542
C9 2.0698 -0.4028 -1.4613
C10 2.0775 1.9082 0.5141
P1 1.1012 1.1646 -0.8948
H1 -4.0071 1.6304 0.0706
H2 -2.5734 1.9697 1.8665
H3 -3.3193 -0.0948 -1.7997
H4 -0.2536 1.3323 1.8927
H5 -0.8086 0.0376 -2.1209
H6 -1.8510 -1.9088 -0.0847
H7 -0.3359 -2.1074 -0.9620
H8 -1.9462 -2.2152 -1.6636
H9 0.5926 -0.3116 2.4393
H10 1.7860 -1.1329 1.2551
H11 0.0399 -1.7379 1.5588
H12 2.4654 -0.2961 -2.4586
H13 1.1898 -1.1279 -1.5571
H14 2.7702 -0.7985 -0.7484
H15 1.7263 2.8251 0.9376
H16 3.0026 2.0625 -0.0471
H17 2.2350 1.0818 1.1870

Cartesian forces, eV/Å:
2.027 -0.346 0.847
-0.769 -0.367 0.969
2.351 0.611 0.525
0.918 -0.262 -3.188
-0.242 0.393 1.410
1.581 -1.837 1.435
-3.463 1.323 -1.443
-0.073 0.092 -0.143
-2.846 -0.015 0.379
0.433 -1.621 -1.883
0.504 0.693 -0.457
-2.273 0.360 -0.510
-0.943 0.727 0.428
-1.765 -0.504 -1.385
-0.110 0.487 0.384
-0.542 0.042 -0.301
0.050 -0.297 1.769
2.425 -1.295 0.225
0.721 0.362 -0.377
0.398 -0.004 -0.270
-0.699 0.035 0.160
0.055 -0.369 -0.294
0.370 0.302 -0.105
1.483 0.730 0.120
0.348 -0.086 0.261
-0.383 0.321 0.176
0.285 0.360 0.482
0.158 0.163 0.788

---

Number 3 is which compound? C10H17P